Version i
104
Properties=species:S:1:pos:R:3 method="wB97M-V/def2-TZVPD" charge=0 homo_lumo_gap_ev=6.88 homo_ev=-6.16
C -2.81 1.70 -0.58
C -3.01 0.30 -0.08
N -2.24 -0.64 -0.88
C -0.76 -0.63 -0.85
C -0.13 -0.96 0.58
C -2.69 -2.05 -0.75
C -3.85 -2.37 -1.64
H -3.46 2.50 -0.35
H -3.05 1.92 -1.69
H -1.85 1.93 -0.27
H -4.10 0.22 -0.18
H -2.68 0.19 1.03
H -0.18 0.29 -1.11
H -0.28 -1.40 -1.67
H -0.36 -1.97 1.17
H -0.35 -0.16 1.30
H 0.93 -0.98 0.65
H -3.14 -1.95 0.35
H -1.80 -2.78 -0.77
H -3.35 -2.38 -2.65
H -4.79 -1.79 -1.63
H -3.99 -3.58 -1.65
C 2.49 3.38 -0.18
C 2.40 2.11 0.74
N 3.64 1.46 0.68
C 4.05 0.83 1.99
C 3.04 -0.18 2.46
C 4.04 0.61 -0.43
C 5.35 0.89 -1.09
H 3.35 4.13 0.10
H 1.49 3.82 -0.08
H 2.65 3.05 -1.32
H 1.69 1.43 0.32
H 1.99 2.36 1.77
H 3.90 1.59 2.67
H 4.95 0.28 1.86
H 2.82 -1.04 1.87
H 2.08 0.35 2.85
H 3.52 -0.63 3.33
H 3.45 1.11 -1.10
H 3.68 -0.45 -0.36
H 5.27 0.39 -2.10
H 6.29 0.44 -0.59
H 5.56 1.92 -1.24
C -1.19 2.06 3.63
C -1.00 3.24 4.63
C -2.08 3.04 5.71
C -2.20 4.17 6.71
C -3.52 4.15 7.60
C -3.71 3.01 8.53
H -2.18 1.88 3.27
H -0.94 1.06 4.11
H -0.56 2.33 2.69
H -1.34 4.17 3.89
H 0.05 3.37 4.93
H -1.80 2.25 6.19
H -3.05 2.95 5.30
H -2.45 5.09 6.08
H -1.25 4.12 7.36
H -4.44 4.23 6.93
H -3.33 4.89 8.21
H -4.63 3.13 9.21
H -2.89 2.95 9.35
H -3.68 2.06 8.11
C -2.66 2.26 -7.24
C -2.62 2.10 -5.76
C -1.43 1.05 -5.44
C -0.03 1.73 -5.80
C 1.18 0.86 -5.26
C 1.52 0.86 -3.81
H -1.88 2.99 -7.73
H -3.63 2.56 -7.44
H -2.56 1.26 -7.75
H -3.52 1.57 -5.35
H -2.35 3.08 -5.27
H -1.71 0.01 -5.97
H -1.23 0.84 -4.27
H 0.01 2.73 -5.20
H 0.13 1.90 -6.90
H 1.88 1.16 -5.73
H 1.08 -0.17 -5.57
H 2.30 0.25 -3.35
H 0.53 0.47 -3.26
H 1.90 1.80 -3.47
C 3.31 -7.87 -1.46
C 1.98 -7.09 -1.16
C 2.15 -5.57 -0.91
C 0.87 -4.90 -0.52
C 0.85 -3.46 -0.25
C -0.44 -3.03 0.63
H 3.21 -8.89 -1.73
H 3.96 -7.83 -0.58
H 3.74 -7.51 -2.44
H 1.52 -7.56 -0.17
H 1.29 -7.14 -1.95
H 2.60 -5.06 -1.82
H 2.84 -5.40 -0.25
H 0.55 -5.45 0.38
H 0.24 -5.11 -1.45
H 0.87 -2.99 -1.28
H 1.98 -3.25 0.32
H -0.37 -1.90 0.61
H -0.40 -3.27 1.47
H -1.24 -3.43 0.19

***

Version ii
104
Properties=species:S:1:pos:R:3 method="wB97M-V/def2-TZVPD" charge=0 homo_lumo_gap_ev=8.85 homo_ev=-8.03 smiles=CCN(CC)CC.CCN(CC)CC.CCCCCC.CCCCCC.CCCCCC
C 0.60 -0.84 5.88
C 0.66 -0.75 4.36
N 0.92 0.63 3.89
C 2.26 1.29 4.25
C 3.43 0.60 3.40
C 0.44 0.80 2.50
C 0.36 2.41 2.11
H 0.07 -0.18 6.53
H 1.63 -0.76 6.21
H 0.19 -1.95 6.11
H -0.21 -1.21 4.12
H 1.41 -1.53 4.03
H 2.26 1.20 5.56
H 2.20 2.30 4.01
H 3.35 0.76 2.31
H 3.19 -0.58 3.60
H 4.32 0.78 4.05
H -0.57 0.60 2.37
H 0.98 0.14 1.86
H 1.34 2.82 1.90
H -0.23 2.82 2.87
H -0.06 2.54 1.12
C 5.71 1.22 -3.56
C 4.83 2.23 -2.93
N 3.93 1.73 -1.84
C 3.58 2.50 -0.63
C 2.64 3.65 -0.79
C 2.75 0.97 -2.38
C 2.10 -0.09 -1.44
H 6.52 1.65 -4.26
H 5.18 0.30 -4.09
H 6.40 0.59 -2.82
H 4.33 2.62 -3.80
H 5.68 3.03 -2.46
H 4.44 2.80 -0.22
H 3.15 1.93 0.27
H 2.42 3.98 0.18
H 1.64 3.27 -1.16
H 3.09 4.18 -1.51
H 3.31 0.46 -3.05
H 2.02 1.57 -2.96
H 1.56 0.36 -0.65
H 2.71 -0.94 -1.17
H 1.46 -0.61 -1.92
C -5.03 -4.63 0.80
C -4.75 -3.16 1.11
C -3.83 -2.51 -0.02
C -3.14 -1.14 0.34
C -2.47 -0.77 -0.98
C -1.84 0.60 -0.88
H -5.22 -4.90 1.70
H -4.07 -5.04 0.66
H -5.67 -4.83 -0.08
H -4.37 -3.16 2.21
H -5.45 -2.34 1.35
H -4.37 -2.23 -0.93
H -2.98 -3.17 0.00
H -2.26 -1.34 1.06
H -4.02 -0.44 0.63
H -3.26 -0.80 -1.84
H -1.94 -1.64 -1.47
H -2.39 1.37 -0.44
H -1.29 1.03 -1.76
H -1.08 0.50 -0.25
C -1.25 -6.82 2.58
C -1.00 -6.35 1.12
C -0.18 -5.01 1.22
C 0.30 -4.58 -0.20
C 1.41 -3.58 -0.09
C 0.96 -2.35 0.76
H -1.92 -7.63 2.58
H -1.64 -5.91 2.99
H -0.40 -7.18 3.30
H -2.00 -6.14 0.68
H -0.42 -7.05 0.77
H 0.61 -5.22 2.08
H -0.75 -4.21 1.48
H -0.56 -4.08 -0.71
H 0.76 -5.47 -0.59
H 1.80 -3.11 -0.94
H 2.39 -4.09 0.41
H 0.00 -1.90 0.40
H 1.62 -1.68 0.70
H 0.88 -2.56 1.70
C -0.50 5.38 -0.56
C -1.45 5.10 -1.77
C -0.86 4.08 -2.69
C -1.64 3.92 -4.11
C -3.16 3.65 -4.02
C -3.76 3.09 -5.32
H -0.46 4.43 0.04
H -0.96 6.09 -0.01
H 0.35 5.93 -0.71
H -1.46 6.17 -2.05
H -2.47 4.97 -1.64
H -1.01 3.12 -2.10
H 0.12 4.28 -3.03
H -1.19 3.15 -4.74
H -1.50 4.72 -4.68
H -3.67 4.50 -3.91
H -3.30 2.86 -3.25
H -4.80 2.65 -5.00
H -3.24 2.15 -5.97
H -4.21 3.96 -5.76

***

version ii (0.4223 hartree below the next structure)

***

Version i
26
Properties=species:S:1:pos:R:3 method="wB97M-V/def2-TZVPD" charge=0 homo_lumo_gap_ev=6.94 homo_ev=-6.40
C -0.66 0.08 0.73
C -0.34 -0.31 -0.72
C -0.06 1.45 1.08
C -2.19 0.22 0.85
C -0.18 -0.98 1.74
C 1.95 0.42 -2.05
C -0.72 -1.62 -1.26
N 1.40 -0.42 -0.98
O 1.37 1.36 1.14
H 1.81 2.21 1.01
H 1.99 -0.40 -0.15
H -0.60 0.53 -1.38
H -0.38 2.19 0.34
H -0.43 1.76 2.07
H -2.48 0.51 1.86
H -2.67 -0.73 0.62
H -2.57 0.97 0.15
H -0.62 -1.95 1.54
H 0.91 -1.09 1.72
H -0.45 -0.67 2.75
H 1.98 1.46 -1.74
H 1.29 0.33 -2.92
H 2.95 0.08 -2.34
H 1.09 -1.45 -1.34
H -1.10 -2.35 -0.54
H -1.29 -1.60 -2.19

***

Version ii
26
Properties=species:S:1:pos:R:3 method="wB97M-V/def2-TZVPD" charge=0 homo_lumo_gap_ev=10.23 homo_ev=-9.45 smiles="CN(C)C=O.CC(C)C"
C -1.78 -0.20 1.82
N -0.36 -0.41 1.99
C 0.07 -1.77 2.16
C 0.50 0.63 1.94
O 0.18 1.78 1.72
H -2.14 -0.68 0.91
H -1.95 0.88 1.76
H -2.33 -0.61 2.68
H 1.16 -1.80 2.28
H -0.38 -2.20 3.05
H -0.22 -2.38 1.28
H 1.54 0.32 2.13
C 0.11 -0.33 -2.87
C 0.18 0.21 -1.44
C 1.71 0.29 -1.01
C -0.51 1.55 -1.33
H 0.62 -1.29 -2.95
H 0.57 0.37 -3.56
H -0.93 -0.47 -3.17
H -0.29 -0.50 -0.76
H 2.23 0.93 -1.73
H 1.93 0.70 -0.03
H 2.13 -0.70 -1.06
H -0.38 1.94 -0.30
H -1.58 1.46 -1.51
H -0.08 2.27 -2.02

***

version ii (0.1148 hartree below the next structure)

***

Version i
26
Properties=species:S:1:pos:R:3 method="wB97M-V/def2-TZVPD" charge=0 homo_lumo_gap_ev=9.40 homo_ev=-8.63 smiles="CCN(C)C(C)=O.CC"
C 0.78 0.86 -1.72
C -0.18 -0.34 -1.44
N 0.72 -1.36 -0.82
C 1.88 -2.06 -1.34
C 0.99 -0.97 0.64
C 2.43 -0.82 1.20
O 0.01 -1.12 1.33
H 0.53 1.25 -2.61
H 1.69 0.47 -1.75
H 0.80 1.63 -1.12
H -0.84 -0.10 -0.55
H -0.81 -0.79 -2.32
H 2.85 -1.84 -1.89
H 2.62 -2.58 -0.63
H 1.36 -2.96 -1.72
H 3.20 -1.53 0.62
H 2.88 0.12 0.98
H 2.39 -1.25 2.19
C -2.47 1.54 2.03
C -3.38 1.74 0.73
H -2.22 2.53 2.35
H -2.92 0.94 2.78
H -1.64 0.92 1.82
H -4.39 1.41 1.02
H -3.03 1.41 -0.28
H -3.30 2.91 0.50

***

Version ii
26
Properties=species:S:1:pos:R:3 method="wB97M-V/def2-TZVPD" charge=0 homo_lumo_gap_ev=8.95 homo_ev=-8.09 smiles=CCC(C)(C)[C@@H](N)CO
C -2.54 0.47 -0.91
C -1.82 -0.54 -0.03
C 0.05 -0.49 -0.02
C 0.47 -0.92 -1.42
C 0.45 -1.52 1.03
C 0.27 0.93 0.29
N -0.16 1.48 1.53
C 2.13 1.05 0.25
O 3.02 -0.04 0.14
H -2.54 1.46 -0.45
H -3.59 0.19 -1.07
H -2.07 0.55 -1.90
H -2.17 -0.49 1.00
H -2.03 -1.56 -0.38
H 1.53 -1.16 -1.47
H -0.06 -1.83 -1.71
H 0.25 -0.15 -2.17
H 0.23 -1.21 2.05
H -0.08 -2.47 0.85
H 1.52 -1.76 0.98
H -0.03 1.60 -0.52
H -0.98 2.07 1.45
H -0.28 0.79 2.26
H 2.31 1.78 -0.55
H 2.37 1.54 1.20
H 3.75 0.23 -0.44

***

version ii (0.0907 hartree below the next structure)

***

Version i
8
Properties=species:S:1:pos:R:3 method="wB97M-V/def2-TZVPD" charge=0 homo_lumo_gap_ev=10.26 homo_ev=-9.46
C -0.02 -0.51 0.01
C 1.17 -0.95 -0.56
N 0.81 -0.91 0.89
P -1.83 -0.27 0.06
H 1.41 -1.81 -1.15
H 2.35 0.07 -0.84
H -1.56 -0.09 1.43
H -1.75 -1.65 0.10

***

Version ii
8
Properties=species:S:1:pos:R:3 method="wB97M-V/def2-TZVPD" charge=0 homo_lumo_gap_ev=9.90 homo_ev=-9.12 smiles="CP1=CN=1"
C -1.04 0.53 0.37
P 0.76 0.88 0.19
C 1.33 -0.58 -0.72
N 1.58 -0.92 0.41
H -1.32 0.51 1.54
H -1.14 -0.47 0.06
H -1.71 1.12 -0.10
H 1.55 -1.06 -1.75

***

Version iii
8
Properties=species:S:1:pos:R:3 method="wB97M-V/def2-TZVPD" charge=0 homo_lumo_gap_ev=8.24 homo_ev=-7.86 smiles="PC1=NC1"
P -0.70 1.32 -0.20
C -0.66 -0.23 0.64
N -0.24 -1.42 0.70
C 0.57 -1.17 -0.45
H 0.58 1.74 0.18
H -1.32 2.01 0.85
H 0.19 -1.44 -1.41
H 1.57 -0.80 -0.32

***

Version iv
8
Properties=species:S:1:pos:R:3 method="wB97M-V/def2-TZVPD" charge=0 homo_lumo_gap_ev="7.39 / 7.46" homo_ev="-8.76 / -8.80"
C -0.62 0.56 0.86
C -1.29 -0.27 -0.09
N -0.01 1.25 1.56
P 3.68 -0.15 -0.30
H -2.37 -0.23 -0.13
H -1.15 -1.23 0.27
H -0.88 -0.04 -1.04
H 2.64 0.09 -1.13

***

version ii (0.0461 hartree below the next structure)